DFT (wB97M-V/def2-TZVPD) results for C45H48N3O2PPt as an isolated structure.

Last column: Löwdin spin population.
Element x y z (Å)
Pt -0.865 -0.757 -1.061  1.2321
C 5.865 -0.669 0.086  0.0004
C 5.484 0.057 -1.217  0.0005
C 6.262 -0.556 -2.394  0.0003
C 5.868 1.533 -1.093  0.0001
C 3.996 -0.133 -1.434  0.0043
C 3.472 -1.396 -1.726  0.0042
C 2.110 -1.565 -1.860  0.0164
N 1.254 -0.553 -1.717  0.1375
C 1.721 0.677 -1.452  0.0136
C 3.080 0.911 -1.316  0.0034
C 0.690 1.727 -1.294  0.0082
C 0.976 3.079 -1.326  0.0025
C -0.029 4.036 -1.190  0.0013
C -1.325 3.547 -1.031  0.0025
C -1.550 2.187 -1.008  0.0143
N -0.574 1.288 -1.135  0.0675
C 0.309 5.513 -1.203  0.0001
C 1.123 5.845 -2.464  0.0001
C -0.944 6.391 -1.190  0.0001
C 1.145 5.817 0.053  0.0002
H 6.936 -0.561 0.260  0.0001
H 5.637 -1.734 0.033  0.0000
H 5.339 -0.240 0.942  0.0000
H 7.328 -0.373 -2.259  0.0000
H 5.956 -0.107 -3.340  0.0000
H 6.121 -1.635 -2.462  0.0000
H 6.950 1.608 -0.993  0.0000
H 5.429 1.998 -0.208  0.0001
H 5.578 2.100 -1.980  0.0000
H 4.114 -2.258 -1.839  0.0006
H 1.677 -2.532 -2.085  0.0017
H 3.423 1.912 -1.096  0.0006
H 1.998 3.395 -1.478  0.0005
H -2.166 4.217 -0.931  0.0003
H -2.553 1.797 -0.882  0.0033
H 0.569 5.573 -3.364  0.0000
H 2.089 5.339 -2.484  0.0000
H 1.315 6.917 -2.497  0.0000
H -1.564 6.208 -2.069  0.0000
H -0.645 7.438 -1.209  0.0000
H -1.540 6.239 -0.288  0.0000
H 2.081 5.256 0.065  0.0001
H 0.583 5.575 0.958  0.0000
H 1.386 6.880 0.075  0.0000
O -3.170 -1.349 -2.660  0.0304
N -3.450 -1.508 -0.310  0.0274
C -4.137 -0.834 0.570  0.0251
C -3.725 -0.736 1.946  0.0018
C -4.742 -0.542 2.896  0.0045
C -4.477 -0.581 4.247  -0.0014
C -3.176 -0.777 4.694  0.0075
C -2.145 -0.912 3.778  0.0095
C -2.389 -0.893 2.407  0.0375
P -0.876 -0.903 1.371  0.1597
C 0.071 0.515 2.001  0.0097
C 1.462 0.578 1.927  0.0095
C 2.125 1.742 2.281  -0.0010
C 1.415 2.861 2.693  0.0122
C 0.030 2.809 2.759  -0.0014
C -0.640 1.647 2.414  0.0104
C -0.080 -2.488 1.748  0.0116
C -0.791 -3.511 2.378  0.0121
C -0.205 -4.754 2.565  -0.0012
C 1.091 -4.986 2.130  0.0130
C 1.788 -3.984 1.468  -0.0015
C 1.201 -2.749 1.256  0.0098
H -3.772 -0.795 -3.173  0.0005
H -5.060 -0.373 0.238  0.0009
H -5.758 -0.409 2.542  0.0001
H -5.285 -0.465 4.956  -0.0001
H -2.963 -0.798 5.754  0.0006
H -1.124 -1.005 4.127  0.0008
H 2.040 -0.283 1.622  0.0006
H 3.207 1.774 2.243  -0.0003
H 1.940 3.763 2.976  0.0007
H -0.531 3.674 3.089  -0.0003
H -1.720 1.614 2.476  0.0004
H -1.799 -3.339 2.730  0.0006
H -0.761 -5.541 3.056  -0.0003
H 1.556 -5.948 2.300  0.0007
H 2.791 -4.173 1.107  -0.0004
H 1.730 -1.999 0.685  0.0002
C -1.528 -5.158 -1.359  0.0025
C -2.000 -3.730 -1.435  0.0082
O -1.065 -2.861 -1.315  0.0507
C -3.393 -3.491 -1.576  0.0068
C -3.892 -2.080 -1.679  0.0057
C -5.350 -1.942 -1.903  0.0023
C -6.178 -3.001 -1.844  0.0026
C -5.685 -4.321 -1.611  0.0069
C -4.347 -4.538 -1.512  -0.0002
H -0.441 -5.172 -1.334  0.0001
H -1.872 -5.730 -2.220  -0.0003
H -1.905 -5.637 -0.454  0.0009
H -2.802 -2.161 0.132  0.0063
H -5.714 -0.942 -2.123  0.0000
H -7.238 -2.862 -2.011  0.0000
H -6.379 -5.146 -1.560  0.0003
H -3.999 -5.553 -1.380  -0.0002

## Properties
HOMO (alpha / beta)   -11.955 / -11.897 eV
HOMO-LUMO gap (alpha / beta)   5.62 / 4.90 eV
Total charge   +2
LUMO energy (alpha / beta)   -6.332 / -6.993 eV
E_tot   -68531.123 eV
2S+1   3

DFT (wB97M-V/def2-TZVPD) results for C45H49BrClNO8RbTe as an isolated structure.

Last column: Löwdin spin population.
Element x y z (Å)
Rb -0.757 -0.700 0.048  0.0130
C 1.017 2.900 -0.509  0.0021
O 0.697 2.551 0.830  -0.0001
C 1.817 2.068 1.546  0.0000
C 1.309 1.413 2.817  0.0000
O 0.748 0.142 2.585  0.0001
C 1.531 -0.986 2.916  0.0000
C 2.737 -1.282 2.033  0.0000
O 2.295 -1.850 0.834  0.0001
C 3.312 -2.443 0.069  0.0000
H 1.667 3.787 -0.532  0.0000
H 0.076 3.120 -1.008  0.0030
H 1.522 2.078 -1.021  0.0001
H 2.487 2.904 1.808  0.0000
H 2.369 1.353 0.930  0.0000
H 0.504 2.041 3.213  0.0000
H 2.112 1.355 3.563  0.0000
H 0.846 -1.830 2.812  0.0000
H 1.878 -0.907 3.957  0.0000
H 3.373 -2.000 2.577  0.0000
H 3.335 -0.378 1.849  0.0000
H 3.861 -3.192 0.658  0.0000
H 4.020 -1.701 -0.316  0.0000
H 2.825 -2.933 -0.771  0.0000
Cl 6.386 -1.283 -5.783  0.0000
C 5.503 -0.765 -4.353  0.0000
C 6.220 -0.265 -3.255  0.0000
C 5.549 0.144 -2.140  0.0000
C 4.103 0.111 -2.022  0.0000
O 3.542 0.529 -0.989  0.0000
C 3.417 -0.460 -3.171  0.0000
C 1.987 -0.705 -3.208  0.0000
O 1.123 -0.439 -2.393  0.0002
C 4.141 -0.870 -4.301  0.0000
H 7.301 -0.214 -3.309  0.0000
H 6.091 0.519 -1.279  0.0000
H 1.682 -1.234 -4.145  0.0000
H 3.601 -1.277 -5.150  0.0000
C -4.153 9.077 -3.392  0.0009
C -3.893 7.668 -2.921  0.0040
C -2.661 7.064 -3.120  0.0025
C -2.397 5.770 -2.672  0.0144
C -1.012 5.219 -2.928  0.0019
C -3.376 5.042 -1.975  0.0841
Te -2.872 2.808 -1.325  0.2237
N -2.938 0.771 -0.917  0.4963
C -3.245 -0.336 -1.557  0.0484
O -2.569 -1.382 -1.555  0.0156
C -4.587 -0.415 -2.284  0.0162
C -5.382 -1.526 -2.016  0.0040
C -6.624 -1.663 -2.616  0.0008
C -7.078 -0.701 -3.510  0.0000
C -6.282 0.399 -3.795  0.0003
C -5.046 0.542 -3.180  0.0052
C -3.573 3.212 0.645  0.0063
C -4.684 2.540 1.177  0.0023
C -5.603 1.676 0.358  0.0002
C -4.983 2.677 2.531  0.0001
C -4.219 3.460 3.376  0.0019
C -4.492 3.527 4.855  0.0003
C -3.158 4.165 2.824  -0.0006
C -2.818 4.055 1.481  0.0025
C -1.614 4.821 1.003  0.0079
C -4.638 5.638 -1.827  0.0090
C -5.759 4.887 -1.148  0.0066
C -4.882 6.930 -2.284  0.0007
H -3.237 9.527 -3.776  0.0000
H -4.521 9.700 -2.574  0.0002
H -4.903 9.093 -4.187  0.0002
H -1.877 7.615 -3.635  0.0005
H -0.581 5.666 -3.826  -0.0001
H -1.024 4.140 -3.060  0.0003
H -0.349 5.444 -2.089  0.0001
H -5.006 -2.279 -1.334  0.0003
H -7.240 -2.525 -2.390  0.0002
H -8.040 -0.817 -3.996  0.0000
H -6.623 1.153 -4.495  -0.0001
H -4.434 1.408 -3.398  0.0096
H -5.558 1.939 -0.696  0.0023
H -6.633 1.779 0.707  -0.0002
H -5.319 0.626 0.438  -0.0002
H -5.841 2.144 2.931  0.0001
H -5.480 3.131 5.094  0.0000
H -4.429 4.554 5.220  0.0001
H -3.754 2.935 5.400  0.0001
H -2.555 4.799 3.468  -0.0001
H -1.405 5.656 1.675  0.0005
H -1.770 5.212 0.001  0.0040
H -0.742 4.163 0.995  0.0005
H -5.676 3.821 -1.358  0.0060
H -6.734 5.237 -1.493  0.0003
H -5.711 5.014 -0.063  0.0003
H -5.864 7.374 -2.139  0.0000
Br -0.857 -7.122 1.153  0.0000
C -0.175 -5.994 -0.225  0.0000
C 0.559 -6.628 -1.217  0.0000
C 1.102 -5.872 -2.241  0.0000
C 0.920 -4.499 -2.255  0.0000
C 0.199 -3.879 -1.248  0.0002
C -0.376 -4.615 -0.206  0.0000
C -1.247 -3.911 0.876  0.0001
O -2.343 -4.443 1.099  0.0001
O -0.733 -2.901 1.409  0.0004
H 0.702 -7.700 -1.188  0.0000
H 1.675 -6.358 -3.022  0.0000
H 1.351 -3.906 -3.053  0.0000
H 0.070 -2.805 -1.272  0.0002

## Properties
HOMO (alpha / beta)   -2.695 / -2.825 eV
HOMO-LUMO gap (alpha / beta)   6.32 / 6.43 eV
Total charge   -2
LUMO energy (alpha / beta)   3.621 / 3.605 eV
E_tot   -155844.184 eV
2S+1   2

E_tot of number 2 (C45H49BrClNO8RbTe)?
-155844.184 eV